No. 1
23
Properties=species:S:1:pos:R:3:forces:R:3 method="wB97M-V/def2-TZVPD" e_lumo_ev="-4.58 / -4.64" total_charge=+1 gap_ha="0.29582 / 0.28633" e_above_lowest_kcal_mol=155.82 e_homo_ha="-0.4643 / -0.4569" max_force_ev_per_a=4.89
C 0.9563 2.0462 0.1775 0.495 0.373 1.333
C 2.3019 2.2488 0.5011 -0.187 -1.230 -1.667
C 0.9521 0.7114 -0.0329 -3.346 -2.306 -1.979
C -2.7043 1.1775 -0.2405 -1.746 1.116 0.937
C -2.2205 0.3193 0.9663 -1.495 3.769 2.303
C -1.2540 -0.4331 -0.9307 2.418 1.149 0.477
C 2.8141 -1.0802 -0.4196 1.086 2.396 2.433
N 2.9996 1.1534 0.1534 2.457 2.402 1.564
N 2.1737 0.2170 -0.2247 0.191 -0.165 0.748
N -2.0207 0.6565 -1.2964 0.790 -0.844 -1.110
N -1.6723 -0.9033 0.3734 0.778 1.923 1.415
O -3.4948 2.1040 -0.2452 1.674 -1.620 0.194
H 0.2556 2.8333 0.2954 -1.005 -0.019 -0.037
H 2.6400 3.1790 0.8890 1.059 0.205 0.051
H -1.4804 1.0133 1.4497 0.327 -1.172 -0.796
H -2.9744 0.3523 1.8183 0.506 -1.317 -1.423
H -0.7056 -1.1230 -1.5081 0.012 -0.337 -1.049
H 3.3389 -1.4596 0.4534 -0.183 0.468 0.418
H 2.1701 -1.7694 -0.6961 -3.390 -3.199 -1.471
H 3.5265 -0.9654 -1.1496 1.622 0.376 -1.834
H -1.8134 1.1852 -2.1517 -0.371 -0.407 0.461
H -1.0148 -1.3876 0.9753 1.327 0.607 -0.151
H -2.3596 -1.5723 0.3840 -3.018 -2.166 -0.818

=====

No. 2
25
Properties=species:S:1:pos:R:3:forces:R:3 method="wB97M-V/def2-TZVPD" e_lumo_ev=0.59 smiles="O=C(O)Cn1nnnc1N1CCCC1" gap_ha=0.34360 e_above_lowest_kcal_mol=45.27 e_homo_ha=-0.3219 max_force_ev_per_a=6.66
C 2.5221 1.7983 -0.6302 -0.313 -0.265 0.462
C -0.0198 -1.7517 0.2795 -1.176 -0.825 -0.572
C -1.3687 -1.6372 1.0984 0.067 -5.908 -3.077
C 0.1389 -0.3843 -0.3130 0.344 1.577 -0.086
C -1.1811 -0.3951 1.7372 2.316 0.531 1.026
C -0.5058 1.7517 0.8558 0.895 -2.130 -1.530
C 1.2081 2.4612 -1.0430 -0.796 -0.131 -1.451
N -1.1206 2.4901 1.7677 -1.483 -3.886 0.300
N 0.2111 2.5627 0.0205 -0.550 0.354 1.619
N -0.8909 3.7031 1.4728 1.634 3.122 0.092
N -0.0396 3.8221 0.5473 0.387 1.362 -1.763
N -0.6014 0.3936 0.6802 0.018 2.945 1.276
O 2.9773 2.2879 0.5197 1.365 -0.555 0.442
O 3.0837 0.8804 -1.1757 -0.493 1.121 0.004
H 0.8095 -1.9597 0.9221 0.481 -0.084 0.653
H -0.0585 -2.5635 -0.4389 0.001 0.022 -0.248
H -2.2071 -1.7062 0.3035 1.012 0.316 1.491
H -1.3876 -2.5983 1.7411 -0.436 1.793 -0.693
H 1.2023 -0.0234 -0.4529 -1.335 -0.838 0.292
H -0.4334 -0.1444 -1.2085 0.389 -0.848 -0.699
H -2.0524 -0.0204 2.1369 -1.634 1.418 1.010
H -0.4028 -0.6182 2.4925 -0.472 0.694 0.401
H 1.3710 3.5095 -1.3394 0.222 -0.300 0.252
H 0.8184 1.9790 -1.9748 0.160 0.111 1.026
H 2.4514 2.9427 0.9777 -0.602 0.405 -0.229